Entry 1:
{
  "formula": "C25H34AuN4O2S",
  "method": "the ωB97M-V functional and the def2-TZVPD basis",
  "species": ["Au", "O", "C", "C", "C", "C", "C", "C", "C", "N", "C", "C", "N", "C", "C", "C", "C", "C", "C", "C", "O", "H", "H", "H", "H", "H", "H", "H", "H", "H", "H", "H", "H", "H", "H", "C", "C", "C", "C", "N", "C", "S", "N", "C", "C", "C", "C", "H", "H", "H", "H", "H", "H", "H", "H", "H", "H", "H", "H", "H", "H", "H", "H", "H", "H", "H", "H"],
  "positions_angstrom": [[-0.22111, 1.36466, 2.14741], [2.43580, -0.32364, 3.24590], [3.01597, -1.19300, 2.74814], [3.72665, -2.15542, 2.17725], [3.28237, -3.43659, 1.69516], [2.01510, -4.00712, 1.67491], [0.75470, -3.47090, 1.89482], [0.31414, -2.09843, 1.80702], [-0.71235, -1.60701, 2.58148], [-1.15517, -0.35714, 2.66256], [-2.31603, -0.04986, 3.50079], [-3.08872, 1.11762, 2.88638], [-2.13548, 2.16606, 2.53826], [-2.40568, 3.39738, 2.32373], [-1.49584, 4.42467, 1.90379], [-2.06624, 5.71495, 1.77432], [-1.33564, 6.80259, 1.39182], [0.03081, 6.62782, 1.12011], [0.62073, 5.39613, 1.23143], [-0.10836, 4.25171, 1.61961], [0.57690, 3.13299, 1.68336], [4.78775, -1.93186, 2.16464], [4.09513, -4.09819, 1.42730], [2.02750, -5.08308, 1.53006], [-0.02947, -4.18677, 2.13211], [-1.19539, -2.33746, 3.23386], [-1.99248, 0.23032, 4.50861], [-2.97340, -0.91714, 3.58184], [-3.83461, 1.49222, 3.59065], [-3.59680, 0.78633, 1.97727], [-3.43922, 3.71764, 2.48067], [-3.12217, 5.82786, 1.99256], [-1.79733, 7.77548, 1.30359], [0.63201, 7.47625, 0.81895], [1.67351, 5.25664, 1.02571], [-2.63116, -1.58837, -3.34767], [-2.01089, -0.74620, -2.23727], [-2.10365, -1.38208, -0.85158], [-1.43265, -2.74791, -0.74150], [-0.04809, -2.76868, -1.23164], [0.96467, -2.00756, -0.85790], [1.04295, -1.03740, 0.58939], [2.03058, -1.88956, -1.63574], [2.10781, -2.21640, -3.05941], [2.97870, -1.21450, -3.80885], [2.32863, 0.14140, -4.08552], [1.99785, 0.98197, -2.85288], [-2.61345, -1.05406, -4.29704], [-3.67115, -1.83066, -3.12087], [-2.09800, -2.53074, -3.49677], [-2.50345, 0.22722, -2.19943], [-0.96227, -0.53749, -2.47657], [-3.15364, -1.53430, -0.58408], [-1.68620, -0.70417, -0.10452], [-1.96008, -3.47358, -1.35805], [-1.46196, -3.10345, 0.28623], [0.13168, -3.37291, -2.01888], [2.83924, -1.45714, -1.21241], [1.09297, -2.20123, -3.46695], [2.50688, -3.22628, -3.17952], [3.25463, -1.67702, -4.75767], [3.91514, -1.07556, -3.25632], [1.42293, -0.01487, -4.67956], [3.01175, 0.70830, -4.72054], [1.17706, 0.56227, -2.26852], [1.69928, 1.98729, -3.14818], [2.86629, 1.07800, -2.19584]],
  "spin_multiplicity": 3,
  "e_lumo_ha": [-0.085, -0.145],
  "homo_energy_ev": [-8.640, -10.126],
  "charge": 1,
  "orbital_gap_ev": [6.3, 6.2]
}

Entry 2:
{
  "formula": "CH13NO4",
  "method": "the ωB97M-V functional and the def2-TZVPD basis",
  "species": ["C", "N", "H", "H", "H", "H", "H", "O", "H", "H", "O", "H", "H", "O", "H", "H", "O", "H", "H"],
  "positions_angstrom": [[-0.06371, 0.27711, 2.48696], [1.28306, 0.34453, 1.85661], [-0.66317, 1.14378, 2.22763], [0.07884, 0.26366, 3.57144], [-0.55538, -0.66578, 2.23948], [1.28837, -0.19709, 0.99771], [1.49432, 1.29997, 1.60524], [1.31558, -0.90214, -2.00760], [0.97061, -1.35457, -2.78087], [0.66904, -0.23273, -1.74527], [-0.79940, -2.07136, -0.02666], [-1.10866, -2.50517, -0.82258], [0.15492, -2.12183, 0.08254], [0.51691, 1.86408, -1.37308], [0.75627, 2.25203, -0.52445], [1.06364, 2.37416, -1.99402], [-2.42003, 0.35665, -1.31972], [-2.04585, -0.25753, -1.95882], [-1.93537, 0.13222, -0.51454]],
  "de_lowest_kcal_mol": 24.19,
  "e_lumo_ha": 0.010,
  "homo_energy_ev": -9.392,
  "smiles": "CN.O.O.O.O",
  "orbital_gap_ev": 9.7
}

Entry 3:
{
  "formula": "C5H10N",
  "method": "the ωB97M-V functional and the def2-TZVPD basis",
  "species": ["C", "N", "C", "C", "C", "C", "H", "H", "H", "H", "H", "H", "H", "H", "H", "H"],
  "positions_angstrom": [[1.88128, 0.47111, 0.22367], [0.72458, -0.37294, 0.48379], [-0.67480, 0.02665, 1.31923], [-1.27238, -1.16969, 0.81499], [-0.53501, -0.27433, -0.13087], [-0.95904, 0.21630, -1.46520], [1.46894, 1.31277, -0.43301], [2.18973, 0.88403, 1.17525], [2.58676, -0.23071, -0.34929], [0.93956, -1.42219, 0.83227], [-0.82980, 0.81549, 1.95666], [-0.89247, -2.15601, 1.11311], [-2.30222, -1.17130, 0.77178], [-1.98871, 0.57957, -1.25245], [-0.91611, -0.67150, -2.04728], [-0.30930, 0.96206, -1.84539]],
  "de_lowest_kcal_mol": 71.48,
  "e_lumo_ha": -0.117,
  "homo_energy_ev": -15.014,
  "charge": 1,
  "smiles": "C[N@H+]1[C@@H]2C[C@@]21C",
  "orbital_gap_ev": 11.8
}

Entry 4:
{
  "formula": "C3H41N2O15",
  "method": "the ωB97M-V functional and the def2-TZVPD basis",
  "species": ["C", "C", "C", "N", "N", "H", "H", "H", "H", "H", "H", "H", "H", "H", "H", "H", "H", "H", "O", "H", "H", "O", "H", "H", "O", "H", "H", "O", "H", "H", "O", "H", "H", "O", "H", "H", "O", "H", "H", "O", "H", "H", "O", "H", "H", "O", "H", "H", "O", "H", "H", "O", "H", "H", "O", "H", "H", "O", "H", "H", "O"],
  "positions_angstrom": [[-1.39091, 0.03033, -1.79140], [-2.65383, -0.82894, -1.69878], [-2.72958, -1.64773, -0.40794], [-2.31513, -0.68352, 0.67750], [-1.49753, 1.44025, -1.39887], [-1.27917, 0.22997, -2.86991], [-0.57394, -0.57861, -1.42454], [-3.61068, -0.27534, -1.80323], [-2.76912, -1.49244, -2.54745], [-3.73985, -1.97034, -0.18060], [-1.94667, -2.40132, -0.30048], [-2.48639, -0.91624, 1.66081], [-2.74840, 0.22785, 0.52276], [-1.29324, -0.55775, 0.83671], [-0.85799, 2.04352, -1.90069], [-1.29490, 1.61608, -0.41413], [0.79070, 0.95961, 1.86638], [0.01908, 2.18547, 1.70413], [-0.14233, 1.22694, 1.77508], [1.98018, 3.52578, 0.25192], [1.90495, 4.62188, 1.33440], [1.39906, 3.92416, 0.90935], [0.49827, -1.30487, -2.45465], [1.53343, -2.36019, -3.03542], [0.64965, -1.98461, -3.10167], [-1.31553, 4.49316, 1.18812], [-2.50628, 3.46649, 1.52830], [-1.59394, 3.57851, 1.26364], [1.75177, -2.72648, 4.24023], [0.43594, -2.69829, 3.56435], [1.15274, -3.31003, 3.75934], [-2.70674, 2.86385, -1.51595], [-4.23216, 2.91734, -1.43210], [-3.48584, 3.31004, -1.89472], [0.81370, -1.98783, 0.04281], [0.53637, -2.00648, 1.59029], [0.11343, -1.92962, 0.73276], [4.17488, 1.27212, -3.66222], [2.89331, 0.66091, -3.21790], [3.76881, 0.88208, -2.87599], [0.34360, 4.34324, -1.19536], [0.64377, 4.62614, -2.67766], [0.94747, 4.12611, -1.91499], [-1.37757, -0.09675, 3.76697], [-2.80345, 0.20006, 4.29748], [-2.27468, -0.44977, 3.82927], [-4.18595, -2.82987, 2.40831], [-2.99031, -3.81360, 2.27602], [-3.77644, -3.47882, 1.83280], [4.20293, -3.43040, -1.43799], [2.78008, -4.24865, -1.49958], [3.24508, -3.41714, -1.43579], [2.44971, -0.83591, -1.37528], [2.98952, -1.69999, -0.29221], [2.28514, -1.06915, -0.46009], [4.70653, 0.29274, -0.65262], [5.52565, -0.85055, -1.17370], [4.61978, -0.51318, -1.16641], [3.25045, 0.00251, 2.56135], [1.84401, -0.52431, 2.02447], [2.32853, -0.14843, 2.76482]],
  "de_lowest_kcal_mol": 117.96,
  "e_lumo_ha": -0.094,
  "homo_energy_ev": -12.437,
  "charge": 1,
  "orbital_gap_ev": 9.9
}

Entry 5:
{
  "formula": "C9H12NO3P",
  "method": "the ωB97M-V functional and the def2-TZVPD basis",
  "species": ["C", "C", "O", "C", "O", "P", "C", "O", "C", "C", "C", "C", "C", "N", "H", "H", "H", "H", "H", "H", "H", "H", "H", "H", "H", "H"],
  "positions_angstrom": [[2.73206, -1.15524, -0.99693], [2.87738, -0.22790, 0.21130], [3.67219, -0.67015, 1.16317], [1.43867, -0.15222, 0.59748], [0.98801, -0.65686, 1.61033], [0.36533, 0.87530, -0.53939], [0.27766, 2.49011, 0.23676], [0.70318, 0.85522, -1.97422], [-1.35477, 0.22148, -0.21753], [-1.74086, -0.93010, -0.90192], [-2.97904, -1.43329, -0.52453], [-3.70770, -0.77986, 0.48603], [-3.24074, 0.39428, 1.05414], [-2.08267, 0.85004, 0.67966], [2.41485, -2.17343, -0.68156], [3.81102, -1.11571, -1.24190], [1.87194, -1.00673, -1.66807], [3.03859, 0.82583, -0.07024], [3.04050, -0.90375, 1.84272], [0.47190, 2.24969, 1.22451], [1.16082, 3.10004, -0.21427], [-0.66864, 3.10236, 0.12300], [-1.11620, -1.41040, -1.77129], [-3.51355, -2.21609, -0.91068], [-4.62204, -1.22317, 0.79627], [-3.83790, 1.09055, 1.68716]],
  "de_lowest_kcal_mol": 25.08,
  "e_lumo_ha": 0.013,
  "homo_energy_ev": -9.435,
  "smiles": "C[C@H](O)C(=O)[P@@](C)(=O)c1ccccn1",
  "orbital_gap_ev": 9.8
}

Entry 6:
{
  "formula": "C30H21BrN6O4ReSSe2",
  "method": "the ωB97M-V functional and the def2-TZVPD basis",
  "species": ["Re", "O", "C", "O", "C", "C", "C", "C", "C", "C", "N", "C", "C", "C", "C", "C", "C", "N", "H", "H", "H", "H", "H", "H", "H", "H", "H", "H", "Br", "C", "C", "C", "C", "C", "N", "C", "O", "O", "H", "H", "H", "Se", "Se", "C", "C", "C", "C", "C", "N", "C", "C", "C", "C", "C", "N", "H", "H", "H", "H", "H", "H", "H", "H", "S", "C", "N"],
  "positions_angstrom": [[0.62600, -0.45517, 0.15226], [-7.20971, -1.11691, 2.33955], [-6.36121, -1.40012, 1.33336], [-6.73542, -1.92695, 0.32976], [-4.92396, -1.00904, 1.53806], [-3.94475, -1.97293, 1.33644], [-2.61009, -1.62181, 1.40903], [-2.25583, -0.31203, 1.67118], [-3.22137, 0.66025, 1.89214], [-4.56046, 0.30290, 1.82457], [-0.85067, 0.00420, 1.69345], [-0.42988, 0.90289, 2.51033], [0.99455, 1.21720, 2.56238], [1.52456, 2.06732, 3.50475], [2.90912, 2.18341, 3.58613], [3.69110, 1.40550, 2.75678], [3.08383, 0.57580, 1.82338], [1.75760, 0.51422, 1.68938], [-6.73473, -0.75153, 3.09717], [-4.23368, -2.98949, 1.10153], [-1.84056, -2.36438, 1.26901], [-2.95302, 1.69930, 2.04317], [-5.32198, 1.06149, 1.95991], [-1.09945, 1.37059, 3.22644], [0.86850, 2.62097, 4.16208], [3.36273, 2.85503, 4.30227], [4.77057, 1.43237, 2.80408], [3.67540, -0.04533, 1.17194], [-4.65044, -0.06766, -2.18663], [-3.78591, 1.51842, -1.63053], [-4.47822, 2.72539, -1.73027], [-3.84908, 3.86988, -1.27931], [-2.57606, 3.76675, -0.72592], [-1.99453, 2.51437, -0.68779], [-2.57298, 1.39828, -1.14467], [-0.67820, 2.34350, -0.01757], [-0.27171, 3.10314, 0.82351], [0.07820, 1.29342, -0.42310], [-5.47430, 2.75116, -2.14749], [-4.34558, 4.82837, -1.34657], [-2.04819, 4.62499, -0.33564], [1.46804, -3.96063, -0.98564], [-0.83774, -3.88495, -0.76826], [-1.10127, -2.37877, -1.90224], [-1.75644, -2.66697, -3.08598], [-1.91370, -1.68594, -4.04991], [-1.37898, -0.44574, -3.79178], [-0.75316, -0.22092, -2.58216], [-0.61399, -1.14915, -1.60839], [1.79341, -3.34295, 0.78807], [2.59727, -4.15611, 1.57457], [2.68977, -3.93288, 2.93309], [1.92393, -2.91450, 3.48373], [1.21301, -2.09623, 2.64265], [1.18706, -2.24014, 1.28944], [-2.11213, -3.67309, -3.25426], [-2.41335, -1.90290, -4.98442], [-1.43833, 0.36164, -4.50762], [-0.33670, 0.74602, -2.37304], [3.08408, -5.00583, 1.11609], [3.29857, -4.57523, 3.55545], [1.88615, -2.74392, 4.54990], [0.64066, -1.28459, 3.04864], [2.11424, -0.63374, -1.57700], [3.67452, -0.12664, -1.12204], [4.75173, 0.18335, -0.85689]],
  "de_lowest_kcal_mol": 4.43,
  "spin_multiplicity": 2,
  "e_lumo_ha": [-0.307, -0.289],
  "homo_energy_ev": [-14.349, -14.351],
  "charge": 2,
  "orbital_gap_ev": [6.0, 6.5]
}

Number 1: calculated total energy -1876.0731 Eh. Number 2: calculated total energy -401.5820 Eh. Number 3: calculated total energy -250.8914 Eh. Number 4: calculated total energy -1376.7407 Eh. Number 5: calculated total energy -971.9332 Eh. Number 6: calculated total energy -9638.1988 Eh.